Here is a cluster of 3 separate species, C24H31BF7N4O6 in total from the Open Molecules 2025 dataset. Energies are from ωB97M-V with the def2-TZVPD basis set.

```
73
C24H31BF7N4O6 (ωB97M-V with the def2-TZVPD basis set)
C 2.300 -5.825 1.909
C 2.888 -4.803 0.751
C 2.446 -3.245 1.159
C 1.184 -2.680 0.259
N 0.162 -2.137 1.230
C -1.052 -1.548 0.569
C -2.306 -2.608 0.885
F -1.959 -3.205 2.229
F -2.232 -3.682 -0.132
C -3.764 -1.871 1.019
F -4.204 -1.205 -0.260
F -3.739 -0.757 2.039
C -5.001 -2.854 1.467
F -5.050 -2.806 2.976
F -4.825 -4.282 1.115
F -6.305 -2.281 0.988
C -0.925 -1.117 -0.987
N 0.433 -1.157 -1.619
C 1.605 -1.373 -0.697
B 2.932 -1.688 -1.650
O 3.140 -2.974 -2.387
O 3.944 -0.577 -1.714
C 4.890 -0.717 -0.584
C 4.535 0.212 0.721
H 2.533 -6.960 1.658
H 1.128 -5.616 1.972
H 2.768 -5.489 2.941
H 2.397 -5.150 -0.279
H 4.063 -4.807 0.679
H 2.039 -3.337 2.277
H 3.357 -2.509 1.215
H 0.746 -3.536 -0.448
H 0.632 -1.426 1.862
H -1.333 -0.566 1.187
H -1.316 0.007 -1.076
H -1.656 -1.740 -1.696
H 0.602 -0.245 -2.143
H 0.421 -1.908 -2.362
H 1.795 -0.398 -0.072
H 3.420 -3.702 -1.756
H 5.033 -1.864 -0.301
H 5.940 -0.327 -0.997
H 5.358 -0.013 1.556
H 4.601 1.375 0.524
H 3.503 -0.014 1.227
C 2.525 4.749 -3.776
C 2.458 3.784 -2.769
C 1.339 2.956 -2.666
C 0.289 3.100 -3.583
C 0.349 4.073 -4.590
C 1.473 4.898 -4.681
N -0.879 2.216 -3.496
O -0.904 1.380 -2.580
O -1.771 2.352 -4.345
H 3.402 5.389 -3.855
H 3.282 3.676 -2.066
H 1.303 2.209 -1.876
H -0.461 4.199 -5.305
H 1.530 5.654 -5.461
C -5.199 4.586 2.240
C -4.051 5.376 2.318
C -2.809 4.785 2.556
C -2.726 3.394 2.709
C -3.878 2.599 2.639
C -5.115 3.202 2.404
N -1.420 2.764 2.934
O -0.427 3.503 3.009
O -1.384 1.529 3.032
H -6.164 5.051 2.049
H -4.124 6.454 2.191
H -1.924 5.415 2.614
H -3.829 1.519 2.761
H -6.015 2.594 2.344
```

## Properties
DFT total energy in Eh: -2326.86554
LUMO level in hartree: -0.1361
Charge: +1

Löwdin population analysis, charges in e, atoms 1 to 8:
1 C -0.135
2 C -0.247
3 C -0.132
4 C -0.215
5 N -0.017
6 C -0.160
7 C -0.137
8 F 0.009


Here is a structure of composition C24H31BrF5InO11P from the Open Molecules 2025 dataset. Energies are from ωB97M-V with the def2-TZVPD basis set.

```
74
C24H31BrF5InO11P (ωB97M-V with the def2-TZVPD basis set)
O 4.190 -1.148 3.384
P 3.211 -2.108 3.967
O 2.914 -3.298 2.919
O 3.902 -2.803 5.274
In 1.097 -0.786 4.415
Br -0.905 -2.164 5.333
C 1.718 0.922 5.787
F 2.669 0.555 6.728
F 0.664 1.507 6.459
C 2.335 1.974 4.905
C 1.468 2.725 4.104
C 1.982 3.688 3.241
C 3.354 3.874 3.182
C 4.220 3.136 3.980
C 5.699 3.354 3.887
F 6.057 4.637 4.050
F 6.373 2.638 4.790
F 6.171 2.980 2.685
C 3.710 2.173 4.848
H 3.418 -3.087 2.117
H 4.500 -2.170 5.683
H 0.598 -0.023 2.935
H 0.407 2.544 4.161
H 1.308 4.252 2.616
H 3.755 4.608 2.495
H 4.339 1.572 5.479
O 3.464 -1.962 -0.406
C 2.291 -2.092 -0.620
O 1.410 -2.431 0.336
C 0.101 -2.627 -0.230
C 0.111 -1.846 -1.532
C 1.575 -1.963 -1.955
H -0.052 -3.696 -0.390
H -0.645 -2.267 0.474
H -0.590 -2.217 -2.262
H -0.128 -0.799 -1.336
H 1.763 -2.867 -2.538
H 1.931 -1.090 -2.497
O -1.802 0.239 2.561
C -2.026 0.812 1.543
O -1.153 0.831 0.496
C -1.635 1.692 -0.543
C -3.140 1.784 -0.322
C -3.245 1.654 1.196
H -1.140 2.664 -0.445
H -1.386 1.265 -1.507
H -3.577 2.697 -0.723
H -3.633 0.936 -0.801
H -3.153 2.619 1.696
H -4.155 1.154 1.516
O -2.336 -3.455 -1.811
C -3.173 -3.737 -2.615
O -3.264 -3.131 -3.823
C -4.425 -3.595 -4.525
C -4.756 -4.947 -3.905
C -4.292 -4.751 -2.463
H -5.227 -2.866 -4.385
H -4.194 -3.662 -5.586
H -5.805 -5.219 -4.004
H -4.160 -5.727 -4.380
H -5.070 -4.317 -1.835
H -3.920 -5.667 -2.013
O -1.805 0.128 -4.193
C -1.401 1.214 -4.475
O -1.513 2.278 -3.637
C -1.041 3.471 -4.283
C -0.111 2.987 -5.387
C -0.745 1.652 -5.772
H -1.904 4.016 -4.674
H -0.534 4.094 -3.550
H -0.020 3.692 -6.211
H 0.887 2.815 -4.980
H -1.520 1.768 -6.530
H -0.014 0.917 -6.096
```

## Properties
DFT total energy in Eh: -5365.85169
LUMO level in hartree: 0.0633
Charge: -1

Löwdin population analysis, charges in e, atoms 1 to 8:
1 O -0.398
2 P 0.335
3 O -0.216
4 O -0.222
5 In 0.331
6 Br -0.126
7 C -0.511
8 F -0.028


Here is a structure of composition C24H31BrO7OsS from the Open Molecules 2025 dataset. Energies are from ωB97M-V with the def2-TZVPD basis set.

```
65
C24H31BrO7OsS (ωB97M-V with the def2-TZVPD basis set)
Os -2.308 -0.276 0.157
O -5.489 0.101 1.759
S -4.687 0.631 0.709
O -5.214 1.671 -0.105
O -4.167 -0.534 -0.201
O -3.276 1.020 1.270
C 3.351 1.164 5.638
C 2.514 -0.122 5.574
C 1.637 -0.193 6.827
C 3.459 -1.337 5.567
C 1.688 -0.152 4.294
C 0.337 -0.461 4.291
C -0.355 -0.507 3.100
Br -2.181 -1.093 3.106
C 0.232 -0.181 1.865
O -0.481 -0.065 0.757
C 1.639 0.041 1.848
C 2.307 0.055 3.056
C 2.373 0.230 0.514
C 3.886 0.322 0.738
C 1.921 1.533 -0.170
C 2.128 -0.976 -0.414
H 3.903 1.192 6.579
H 2.714 2.048 5.586
H 4.076 1.213 4.825
H 2.262 -0.076 7.713
H 1.130 -1.156 6.904
H 0.890 0.602 6.836
H 4.051 -1.352 6.485
H 4.143 -1.296 4.719
H 2.891 -2.266 5.503
H -0.197 -0.670 5.206
H 3.373 0.232 3.047
H 4.149 1.212 1.313
H 4.385 0.391 -0.229
H 4.264 -0.565 1.248
H 2.153 2.390 0.465
H 0.853 1.534 -0.374
H 2.449 1.654 -1.118
H 2.402 -1.906 0.090
H 2.749 -0.876 -1.306
H 1.094 -1.049 -0.736
C -2.881 0.241 -8.061
C -2.579 0.013 -6.607
C -1.315 0.250 -6.084
C -1.061 0.143 -4.724
C 0.316 0.400 -4.171
C -2.102 -0.227 -3.874
C -3.377 -0.521 -4.376
C -4.505 -0.910 -3.464
C -3.587 -0.400 -5.741
C -1.904 -0.144 -2.397
O -1.771 -1.183 -1.634
O -1.910 0.988 -1.872
H -1.972 0.386 -8.643
H -3.497 1.136 -8.169
H -3.439 -0.595 -8.485
H -0.507 0.538 -6.748
H 0.984 0.770 -4.947
H 0.738 -0.522 -3.764
H 0.281 1.131 -3.362
H -4.199 -1.676 -2.752
H -5.352 -1.285 -4.035
H -4.838 -0.048 -2.882
H -4.572 -0.614 -6.143
```

## Properties
DFT total energy in Eh: -4522.66881
LUMO level (alpha / beta) in hartree: -0.0002 / -0.0929
Spin multiplicity: 5

natural (NBO) population analysis, charges in e, atoms 1 to 8:
1 Os 1.866
2 O -0.911
3 S 2.529
4 O -0.906
5 O -0.891
6 O -0.879
7 C -0.596
8 C -0.080


Here is an isolated molecule of C24H31ClN2O3 from the Open Molecules 2025 dataset. Energies are from ωB97M-V with the def2-TZVPD basis set.

```
61
C24H31ClN2O3 (ωB97M-V with the def2-TZVPD basis set)
C -5.299 -5.085 0.727
O -5.202 -4.161 -0.329
C -4.185 -3.255 -0.309
C -4.137 -2.367 -1.385
C -3.143 -1.418 -1.460
C -2.163 -1.318 -0.475
C -1.129 -0.218 -0.607
C 0.150 -0.517 0.210
N 1.277 0.284 -0.206
C 1.889 1.169 0.600
O 1.500 1.452 1.716
C 3.112 1.850 -0.049
C 2.583 3.009 -0.903
C 4.068 2.385 1.017
O 3.771 0.982 -0.975
C 4.334 -0.189 -0.570
C 5.162 -0.803 -1.514
C 5.770 -2.010 -1.244
C 5.556 -2.621 -0.018
Cl 6.319 -4.135 0.332
C 4.736 -2.030 0.926
C 4.123 -0.819 0.653
N -1.789 1.043 -0.321
C -2.205 1.241 1.054
C -3.272 2.332 1.095
C -2.708 3.630 0.526
C -2.171 3.368 -0.877
C -1.146 2.235 -0.831
C -2.225 -2.194 0.596
C -3.220 -3.157 0.684
H -4.409 -5.720 0.789
H -6.166 -5.703 0.499
H -5.456 -4.584 1.688
H -4.894 -2.446 -2.149
H -3.122 -0.731 -2.293
H -0.833 -0.172 -1.665
H 0.406 -1.575 0.089
H -0.011 -0.299 1.267
H 1.663 0.116 -1.122
H 3.414 3.499 -1.403
H 1.893 2.642 -1.659
H 2.071 3.727 -0.269
H 4.650 1.582 1.461
H 3.487 2.865 1.800
H 4.753 3.106 0.577
H 5.315 -0.308 -2.460
H 6.409 -2.475 -1.977
H 4.571 -2.512 1.877
H 3.482 -0.384 1.403
H -2.620 0.304 1.431
H -1.359 1.542 1.696
H -3.607 2.479 2.123
H -4.125 2.010 0.495
H -3.479 4.402 0.500
H -1.895 3.982 1.165
H -2.992 3.074 -1.532
H -1.705 4.268 -1.285
H -0.771 2.033 -1.838
H -0.301 2.550 -0.197
H -1.497 -2.142 1.391
H -3.227 -3.819 1.535
```

## Properties
DFT total energy in Eh: -1728.57362
LUMO level in hartree: 0.0233
SMILES string: COc1ccc([C@H](CNC(=O)C(C)(C)Oc2ccc(Cl)cc2)N2CCCCC2)cc1

natural (NBO) population analysis, charges in e, atoms 1 to 8:
1 C -0.252
2 O -0.492
3 C 0.303
4 C -0.253
5 C -0.165
6 C -0.085
7 C 0.010
8 C -0.270


Here is an isolated molecule of C24H31N3O4S from the Open Molecules 2025 dataset. Energies are from ωB97M-V with the def2-TZVPD basis set.

```
63
C24H31N3O4S (ωB97M-V with the def2-TZVPD basis set)
C -2.549 -4.821 0.213
C -1.412 -3.844 -0.038
O -1.960 -2.538 -0.024
C -1.119 -1.475 -0.220
C 0.244 -1.582 -0.438
C 1.019 -0.446 -0.623
N 2.397 -0.454 -0.840
C 3.274 -1.448 -1.075
S 2.940 -3.070 -1.137
N 4.564 -1.079 -1.322
C 5.180 0.178 -0.975
C 5.338 0.357 0.551
C 6.279 -0.690 1.172
C 7.119 0.139 2.142
C 7.162 1.484 1.420
O 5.881 1.637 0.837
C 0.420 0.825 -0.573
O 1.270 1.887 -0.752
C 0.748 3.200 -0.652
C 1.908 4.166 -0.845
C -0.942 0.934 -0.357
C -1.719 -0.205 -0.186
N -3.098 -0.164 0.025
C -3.932 0.910 0.079
O -3.577 2.067 -0.048
C -5.351 0.506 0.335
C -5.624 -0.371 1.380
C -6.924 -0.741 1.670
C -7.963 -0.239 0.906
C -7.696 0.634 -0.134
C -6.398 1.027 -0.433
C -6.129 1.961 -1.570
H -3.011 -4.619 1.176
H -2.166 -5.837 0.209
H -3.305 -4.723 -0.562
H -0.648 -3.938 0.745
H -0.942 -4.044 -1.009
H 0.725 -2.543 -0.475
H 2.754 0.493 -0.898
H 5.179 -1.877 -1.395
H 4.602 1.018 -1.372
H 6.165 0.210 -1.445
H 4.343 0.313 1.015
H 5.731 -1.492 1.660
H 6.919 -1.123 0.401
H 8.109 -0.277 2.313
H 6.605 0.245 3.098
H 7.328 2.335 2.081
H 7.936 1.480 0.639
H 0.289 3.345 0.335
H -0.016 3.360 -1.422
H 1.553 5.188 -0.749
H 2.675 3.983 -0.097
H 2.345 4.033 -1.831
H -1.433 1.890 -0.321
H -3.506 -1.085 0.121
H -4.812 -0.747 1.988
H -7.125 -1.418 2.487
H -8.982 -0.525 1.121
H -8.512 1.024 -0.726
H -5.566 1.452 -2.352
H -7.058 2.332 -1.993
H -5.527 2.801 -1.229
```

## Properties
DFT total energy in Eh: -1796.58195
LUMO level in hartree: 0.0273
SMILES string: CCOc1cc(NC(=S)NC[C@H]2CCCO2)c(OCC)cc1NC(=O)c1ccccc1C

natural (NBO) population analysis, charges in e, atoms 1 to 8:
1 C -0.618
2 C -0.061
3 O -0.525
4 C 0.258
5 C -0.335
6 C 0.179
7 N -0.607
8 C 0.299


Here is an isolated molecule of C24H31N3O5S from the Open Molecules 2025 dataset. Energies are from ωB97M-V with the def2-TZVPD basis set.

```
64
C24H31N3O5S (ωB97M-V with the def2-TZVPD basis set)
C 9.405 -0.962 -1.085
O 8.823 -0.514 0.115
C 7.467 -0.530 0.227
C 6.587 -0.957 -0.760
C 5.220 -0.930 -0.533
C 4.696 -0.483 0.671
C 3.207 -0.375 0.924
C 2.440 -1.639 0.491
N 1.015 -1.433 0.586
C 0.248 -1.303 -0.522
O 0.650 -1.554 -1.642
C -1.151 -0.841 -0.266
C -1.853 -1.175 0.890
C -3.146 -0.716 1.068
C -3.725 0.080 0.097
S -5.400 0.650 0.371
O -5.501 1.177 1.700
O -5.784 1.498 -0.725
N -6.194 -0.837 0.353
C -6.507 -1.278 -0.993
C -7.894 -0.698 -1.275
C -8.592 -0.783 0.088
C -7.438 -0.882 1.108
C -3.047 0.412 -1.059
C -1.759 -0.059 -1.244
N 2.579 0.810 0.338
C 2.964 2.049 0.989
C 2.044 3.165 0.491
O 2.126 3.315 -0.905
C 1.801 2.104 -1.546
C 2.720 0.967 -1.100
C 5.588 -0.055 1.652
C 6.949 -0.077 1.441
H 9.162 -2.011 -1.283
H 10.480 -0.862 -0.947
H 9.092 -0.349 -1.937
H 6.948 -1.314 -1.711
H 4.567 -1.268 -1.322
H 3.058 -0.265 2.007
H 2.644 -1.906 -0.545
H 2.741 -2.472 1.133
H 0.681 -1.033 1.449
H -1.405 -1.814 1.636
H -3.719 -0.955 1.949
H -5.742 -0.919 -1.679
H -6.521 -2.372 -1.002
H -8.423 -1.242 -2.055
H -7.779 0.343 -1.578
H -9.214 0.090 0.273
H -9.221 -1.672 0.146
H -7.427 -0.065 1.828
H -7.471 -1.830 1.653
H -3.537 1.036 -1.791
H -1.206 0.168 -2.143
H 2.846 1.942 2.070
H 4.012 2.319 0.773
H 2.334 4.125 0.922
H 1.008 2.930 0.780
H 1.906 2.286 -2.617
H 0.758 1.831 -1.320
H 2.411 0.053 -1.606
H 3.757 1.211 -1.385
H 5.208 0.300 2.600
H 7.637 0.252 2.203
```

## Properties
DFT total energy in Eh: -1871.77694
LUMO level in hartree: 0.0089
SMILES string: COc1ccc([C@H](CNC(=O)c2ccc(S(=O)(=O)N3CCCC3)cc2)N2CCOCC2)cc1

natural (NBO) population analysis, charges in e, atoms 1 to 8:
1 C -0.252
2 O -0.492
3 C 0.310
4 C -0.314
5 C -0.138
6 C -0.103
7 C -0.047
8 C -0.236